No. 1
15
Properties=species:S:1:pos:R:3:forces:R:3 method="wB97M-V/def2-TZVPD" gap_ev=9.23 total_charge=+1 de_lowest_kcal_mol=81.5 spin_multiplicity=1
C 1.957 0.294 -0.535 -2.3312 0.4569 0.7125
C 0.448 -0.729 0.528 2.7085 0.4588 0.0579
C -1.788 -0.026 -0.166 -2.6128 -1.2940 -1.3305
N 2.685 1.219 0.128 0.3955 -2.4800 -1.1980
N -0.803 -1.114 -0.088 1.3273 1.1203 -3.9703
S 1.916 -1.419 -0.087 -0.0175 0.1893 -0.1235
H 1.218 0.589 -1.256 0.3104 0.2414 -0.5235
H 0.524 -0.259 1.515 -0.9203 -0.4189 -0.4335
H -1.271 0.773 -0.654 -0.4077 0.7423 -0.1596
H -2.766 -0.432 -0.685 2.1680 0.9592 0.3900
H -2.164 0.154 0.813 0.2901 0.7099 0.8853
H 3.322 0.694 0.650 1.6907 -0.3146 1.2373
H 2.423 2.021 0.616 -1.1342 1.6237 0.1047
H -0.614 -1.505 -1.109 -0.1336 1.0347 2.4500
H -1.245 -1.837 0.345 -1.3334 -3.0289 1.9013

No. 2
16
Properties=species:S:1:pos:R:3:forces:R:3 method="wB97M-V/def2-TZVPD" gap_ev=6.07 total_charge=+1 de_lowest_kcal_mol=63.3 spin_multiplicity=1
C -2.196 0.751 0.205 -1.2301 0.2686 -2.3853
C -1.005 1.119 0.754 -1.4427 -0.6982 -0.1882
C -0.609 -0.617 -0.474 -0.5551 -1.7571 0.1187
N -1.909 -0.349 -0.619 0.3951 1.3794 1.1120
N -0.088 0.204 0.390 3.2064 0.8509 0.4496
Si 0.120 -2.241 -1.041 -0.6071 -0.3909 0.3182
Si 2.697 1.537 0.875 -1.3285 0.2036 1.3520
H -3.112 1.295 -0.062 0.3888 -0.2760 1.0228
H -0.828 1.903 1.438 0.2202 0.6859 0.4748
H -2.465 -0.901 -1.235 -0.9191 0.1061 -0.1087
H 1.048 -2.473 0.024 1.0356 -0.1799 0.2648
H 0.570 -1.845 -2.344 0.5993 -0.3937 -0.8114
H -0.800 -3.439 -0.989 0.0929 0.7956 -0.2777
H 3.825 1.070 1.653 0.1832 -0.7069 0.0262
H 1.577 1.915 1.813 0.5451 0.1110 -0.9446
H 3.175 2.071 -0.389 -0.5839 0.0018 -0.4233

No. 3
15
Properties=species:S:1:pos:R:3:forces:R:3 method="wB97M-V/def2-TZVPD" gap_ev="8.70 / 8.39" total_charge=0 de_lowest_kcal_mol=109.6 spin_multiplicity=1
C 1.104 -0.822 -0.407 -1.0525 0.5679 0.5280
C -0.227 -0.995 0.474 0.3301 1.8142 -0.7838
C -1.725 0.650 -0.344 0.1479 -2.8551 1.3927
N 1.703 0.328 0.126 0.9981 -0.8164 -1.8948
N 0.922 1.342 -0.018 -1.8125 2.4161 1.9004
N -0.792 0.283 0.706 0.4781 1.0737 -0.2978
H 1.685 -1.702 -0.402 0.8371 -0.8155 -0.0863
H 0.738 -0.523 -1.348 -0.1027 -0.0691 -1.4984
H -0.896 -1.655 -0.078 0.1211 -0.3529 0.3843
H 0.189 -1.304 1.381 -0.0540 -1.4338 1.5589
H -2.527 1.237 -0.079 -1.5719 1.7000 1.3571
H -1.266 1.111 -1.126 1.4557 1.2085 -2.5353
H -2.201 -0.268 -0.659 -0.2467 -0.3551 -0.6930
H 2.103 0.279 0.998 1.3300 -0.7712 2.3423
H 1.189 2.040 0.775 -0.8578 -1.3112 -1.6744

No. 4
15
Properties=species:S:1:pos:R:3:forces:R:3 method="wB97M-V/def2-TZVPD" gap_ev=9.56 total_charge=0 de_lowest_kcal_mol=48.1 spin_multiplicity=1
H -2.666 1.073 0.752 0.7154 0.1897 -0.3382
N -2.060 0.486 0.164 2.3747 -1.7329 1.4283
C -0.839 0.324 0.681 -2.2318 -2.1358 -2.8819
N -0.259 1.192 1.459 1.8147 3.6778 3.1775
N 0.074 -0.732 0.265 1.8549 0.3752 -1.0551
C 1.400 -0.469 -0.426 -1.7749 -0.8464 -2.8014
C 1.223 -0.841 -1.986 -0.9091 0.9771 -1.1793
H 0.677 1.131 1.912 -1.4357 -0.4522 -0.8731
H -0.755 2.078 1.637 0.5124 -0.8459 -0.1626
H 0.361 -1.616 0.691 -2.1177 0.6702 0.7781
H 2.118 -1.200 -0.070 0.1624 0.0823 0.4211
H 1.861 0.518 -0.414 -0.4265 0.1881 0.5245
H 0.723 -1.840 -2.234 1.1385 1.0370 0.9190
H 2.206 -0.717 -2.531 -0.9149 -0.4483 0.6026
H 0.494 -0.138 -2.566 1.2375 -0.7360 1.4404

No. 5
15
Properties=species:S:1:pos:R:3:forces:R:3 method="wB97M-V/def2-TZVPD" gap_ev=8.11 total_charge=0 de_lowest_kcal_mol=88.0 spin_multiplicity=1
H -1.010 -2.013 0.288 0.5311 -0.0520 1.4146
N -1.494 -1.216 0.709 -0.4547 0.7648 -3.1945
C -0.980 -0.071 0.317 0.0349 0.0684 5.5156
C -1.857 1.158 0.305 -0.1738 -0.2183 -0.8041
H 0.036 0.224 0.801 -1.3969 -0.3839 -1.0430
H -2.865 0.912 -0.037 0.0952 -0.0111 0.0314
H -1.434 1.916 -0.358 -0.0064 0.0589 0.0807
H -1.920 1.566 1.315 0.1508 -0.0372 0.0256
H 0.538 -1.496 -1.277 -0.3512 0.0176 0.6670
N 0.391 -0.486 -1.276 3.1111 1.8597 -0.6949
C 1.446 0.129 -0.739 -1.2846 -2.4213 -3.2571
N 2.370 -0.521 0.003 0.0074 0.2488 0.9700
H 1.727 1.127 -1.093 -0.5739 0.1124 0.7329
H 1.996 -1.287 0.568 0.4051 0.2881 -0.3627
H 3.057 0.059 0.473 -0.0941 -0.2949 -0.0816

No. 6
15
Properties=species:S:1:pos:R:3:forces:R:3 method="wB97M-V/def2-TZVPD" gap_ev=8.13 total_charge=0 de_lowest_kcal_mol=74.5 spin_multiplicity=1
C 0.706 1.092 -0.714 0.6237 0.4767 0.0681
C -1.022 -0.531 -0.394 0.2533 -0.0908 0.8688
C -2.011 0.171 0.521 0.1414 -0.0099 -0.0918
N 2.451 -0.493 0.639 -0.6805 0.5280 0.0139
N 1.106 -0.885 0.511 0.0182 -0.7392 0.3481
N 0.374 -0.037 -0.120 -0.2684 -0.3155 -1.1678
H 2.855 -0.248 -0.267 -0.0158 -0.0291 -0.1143
H 2.937 -1.292 1.028 -0.1430 0.0888 -0.1367
H -0.039 1.635 -1.260 -0.2554 -0.0647 -0.0409
H 1.673 1.529 -0.562 0.1442 -0.0468 0.1558
H -0.989 -1.601 -0.184 0.0113 0.1480 -0.0975
H -1.273 -0.366 -1.443 0.3404 0.0233 0.1103
H -1.755 -0.013 1.561 0.0017 -0.0124 0.0866
H -3.014 -0.204 0.336 -0.1045 -0.0180 -0.0121
H -1.998 1.244 0.345 -0.0668 0.0615 0.0093

No. 7
15
Properties=species:S:1:pos:R:3:forces:R:3 method="wB97M-V/def2-TZVPD" gap_ev=9.58 total_charge=0 de_lowest_kcal_mol=104.3 smiles="C/N=C/N(C)N" spin_multiplicity=1
C 2.617 -0.096 -0.650 -1.2621 0.7757 -1.1112
N 1.105 -0.377 -0.468 0.0526 5.9976 1.3255
C 0.368 0.680 0.021 0.0548 -4.6650 -0.3437
N -1.045 0.460 -0.090 -0.7086 -0.2783 0.5740
C -1.816 0.156 1.255 3.0368 -1.0153 -0.2182
N -1.296 -0.482 -1.174 -2.6482 0.4002 0.9204
H 2.807 -0.146 -1.918 -0.2914 0.4902 3.8983
H 3.009 0.946 -0.079 -0.9106 -2.9021 -1.8211
H 3.017 -1.025 -0.207 0.6020 0.7650 -0.2882
H 0.553 1.577 0.694 0.6701 -1.0712 -1.1891
H -1.372 -0.969 1.591 -1.4421 3.0502 -0.4863
H -2.924 0.161 1.174 0.8940 -0.0892 -0.4428
H -1.514 0.989 1.999 -0.3643 -1.5876 -1.0638
H -2.356 -0.452 -1.342 1.9625 0.2241 0.3303
H -1.152 -1.423 -0.805 0.3546 -0.0943 -0.0841

No. 8
15
Properties=species:S:1:pos:R:3:forces:R:3 method="wB97M-V/def2-TZVPD" gap_ev=11.61 total_charge=+2 de_lowest_kcal_mol=56.0 spin_multiplicity=1
C -1.187 0.005 -0.006 4.1885 -1.3964 1.1203
C 0.382 -1.266 -0.005 -6.1286 0.6808 0.6768
C 0.905 1.134 -0.080 -0.5567 1.6349 3.5158
N -0.554 1.153 0.015 -0.6050 -1.9944 0.2215
N -2.430 -0.315 -0.020 1.6717 2.4360 0.3418
N 1.430 -0.256 0.195 0.2885 -2.1752 -2.3555
H 0.285 -2.128 0.733 0.3758 1.5871 -0.6339
H -0.086 -1.550 -0.947 2.0490 -0.1805 -0.7931
H 1.098 1.554 -1.010 1.4308 0.1126 -1.8429
H 1.238 1.820 0.753 0.3152 -0.7963 -1.0798
H -1.046 2.031 0.006 0.0312 0.6327 -0.0837
H -2.537 -1.261 -0.153 -1.7586 -2.4758 -0.0863
H -3.107 0.419 0.126 -0.9239 -0.4417 -0.2333
H 1.762 -0.475 1.147 0.3351 0.9754 -0.1774
H 2.175 -0.605 -0.520 -0.7131 1.4006 1.4099

no.,energy (hartree)
1,-627.04016
2,-807.82168
3,-283.80839
4,-283.90647
5,-283.84294
6,-283.86438
7,-283.81686
8,-283.22175